(1)
Entry from the Open Molecules 2025 dataset: a 2-piece molecular cluster, CH6N2O overall (wB97M-V/def2-TZVPD).

```
10
Properties=species:S:1:pos:R:3:lowdin_charge:R:1
O -2.561 0.164 0.536 -0.059
N 2.039 -0.236 -1.077 0.040
N 0.480 0.197 0.662 0.069
C 0.891 -0.314 -0.535 -0.409
H 1.171 0.633 1.250 0.087
H 0.114 -0.862 -1.063 0.105
H 2.695 0.277 -0.487 0.023
H -3.277 -0.100 1.127 0.043
H -2.950 0.884 0.025 0.048
H -0.359 -0.096 1.126 0.052
```

- energy relative to the best compared isomer or geometry (same formula, charge and spin) (eV) = 0.683
- lowest unoccupied orbital energy (eV) = 0.56
- SMILES string = [H]/N=C\N.O
- Kohn-Sham gap (eV) = 9.5
- DFT total energy (hartree) = -226.4425


(2)
Entry from the Open Molecules 2025 dataset: a 2-piece molecular cluster, C4H7OPS overall (wB97M-V/def2-TZVPD).

```
14
Properties=species:S:1:pos:R:3:lowdin_charge:R:1
S 2.826 -0.709 -0.314 0.569
P 1.649 0.661 1.071 0.694
O 2.133 -1.948 -0.320 -0.691
C 0.500 1.437 -0.022 -0.541
C -1.237 -0.386 -0.588 -0.164
C -2.174 -0.551 0.344 -0.096
C -0.060 2.274 -0.671 0.034
H -2.190 -1.228 1.208 0.043
H -0.568 -1.280 -0.786 0.081
H 0.665 -0.321 1.447 -0.064
H -0.825 2.699 -1.212 0.020
H -3.156 0.015 0.500 0.069
H -1.416 0.327 -1.418 0.054
H 3.854 -0.990 0.760 -0.009
```

- energy relative to the best compared isomer or geometry (same formula, charge and spin) (eV) = 2.225
- lowest unoccupied orbital energy (eV) = 0.12
- SMILES string = C#C[PH]#[SH]=O.C=C
- Kohn-Sham gap (eV) = 9.0
- DFT total energy (hartree) = -971.1800


(3)
Entry from the Open Molecules 2025 dataset: C41H109F6N8O20S2 as an isolated structure (wB97M-V/def2-TZVPD).

```
186
Properties=species:S:1:pos:R:3:lowdin_charge:R:1
S 14.374 14.133 19.880 0.578
S 14.680 13.141 17.264 0.583
F 13.954 12.999 14.665 0.151
F 12.434 13.759 15.975 0.112
F 14.257 14.906 15.478 0.157
F 13.406 11.802 20.208 0.118
F 11.881 13.314 20.323 0.191
F 13.196 13.174 21.957 0.128
O 9.647 11.846 24.889 -0.093
O 11.053 10.928 21.619 -0.075
O 14.323 17.440 23.608 -0.202
O 17.581 15.821 21.087 -0.088
O 15.984 19.177 16.565 -0.083
O 10.606 18.684 18.441 -0.058
O 16.186 18.483 19.483 -0.059
O 16.577 8.832 21.790 -0.176
O 15.594 13.467 20.189 -0.270
O 18.765 13.526 22.931 -0.066
O 17.140 16.805 13.387 -0.207
O 14.135 15.456 20.400 -0.294
O 9.930 11.440 18.958 -0.198
O 15.920 10.045 13.664 -0.208
O 19.136 10.211 17.753 -0.222
O 14.590 13.125 9.461 -0.205
O 8.439 14.635 12.458 -0.046
O 14.201 11.799 17.348 -0.303
O 11.237 15.786 18.362 -0.075
O 16.096 13.247 16.941 -0.300
N 18.586 10.529 12.873 0.049
N 19.179 8.442 15.255 0.048
N 17.642 14.403 11.006 0.045
N 20.591 17.158 14.749 0.017
N 19.980 9.469 21.113 0.056
N 7.752 14.227 19.934 0.023
N 14.097 14.191 18.303 -0.285
N 11.949 17.174 21.639 0.047
C 18.845 15.583 15.385 -0.054
C 12.113 16.551 23.000 -0.383
C 13.090 13.044 20.627 -0.699
C 19.183 8.101 22.852 -0.072
C 18.751 15.002 20.969 -0.234
C 18.286 17.452 13.746 -0.249
C 18.878 8.617 21.514 -0.480
C 9.649 14.044 12.011 -0.525
C 19.116 7.472 17.491 -0.067
C 10.501 17.893 17.295 -0.285
C 10.379 10.801 22.855 -0.246
C 10.518 12.041 23.741 -0.238
C 15.859 13.245 12.279 -0.046
C 13.648 13.552 8.449 -0.077
C 11.093 15.417 23.099 -0.070
C 13.564 16.215 23.492 -0.177
C 11.393 16.676 17.269 -0.241
C 7.264 11.877 20.202 -0.056
C 17.711 9.540 21.449 -0.244
C 19.390 16.455 14.263 -0.416
C 15.740 17.610 18.467 -0.253
C 16.109 17.709 13.021 -0.070
C 18.414 8.306 16.469 -0.470
C 9.227 12.604 18.729 -0.237
C 10.242 13.031 12.909 -0.074
C 19.376 14.617 22.268 -0.266
C 18.018 9.673 17.057 -0.193
C 16.347 17.910 17.101 -0.253
C 18.464 8.992 11.051 -0.065
C 16.560 9.099 12.772 -0.164
C 13.757 13.744 15.732 -0.710
C 15.367 9.541 21.483 -0.071
C 10.947 11.240 18.005 -0.081
C 16.475 13.539 10.892 -0.407
C 14.762 9.490 14.278 -0.080
C 10.644 15.111 11.580 -0.056
C 15.483 14.137 9.831 -0.235
C 18.872 11.568 18.152 -0.098
C 8.392 12.910 19.982 -0.432
C 15.742 17.307 23.841 -0.081
C 17.653 9.844 12.003 -0.467
H 9.307 13.469 11.130 0.139
H 14.198 13.644 7.510 0.087
H 21.065 17.792 14.096 0.068
H 13.486 15.775 24.493 0.117
H 17.713 10.422 16.330 0.114
H 15.945 18.100 20.337 0.079
H 8.616 15.108 13.286 0.092
H 20.253 17.826 15.466 0.076
H 18.738 8.995 14.524 0.016
H 19.145 9.636 10.460 0.085
H 8.460 12.496 17.966 0.120
H 18.482 13.964 10.680 0.059
H 19.555 9.003 23.386 0.094
H 18.490 7.515 18.411 0.087
H 11.596 12.265 24.046 0.139
H 14.628 17.842 18.312 0.129
H 17.115 10.512 11.323 0.115
H 19.571 14.919 15.922 0.089
H 16.226 16.684 23.127 0.047
H 18.059 18.185 14.546 0.124
H 18.333 7.680 23.382 0.082
H 19.899 9.826 20.173 0.051
H 9.882 13.470 18.490 0.119
H 11.373 16.103 16.312 0.119
H 10.037 12.868 23.197 0.098
H 10.117 15.898 23.011 0.083
H 9.302 10.790 22.743 0.109
H 9.427 17.719 17.179 0.111
H 16.157 19.849 17.255 0.095
H 19.634 11.865 18.862 0.073
H 17.611 14.817 11.938 0.053
H 11.213 14.608 22.364 0.050
H 20.886 9.069 21.287 0.071
H 18.668 17.986 12.867 0.122
H 11.792 17.355 23.674 0.129
H 11.538 10.420 18.368 0.091
H 10.776 9.930 23.391 0.123
H 18.059 14.916 15.037 0.069
H 9.695 12.077 13.038 0.087
H 11.657 14.727 11.394 0.071
H 19.217 6.450 17.088 0.082
H 16.012 14.637 8.935 0.135
H 15.018 15.039 10.308 0.119
H 15.828 8.637 12.153 0.115
H 19.048 11.266 12.376 0.067
H 11.137 18.124 19.031 0.068
H 18.451 16.260 16.155 0.057
H 18.441 14.080 20.373 0.136
H 19.486 15.597 20.447 0.114
H 9.097 12.919 20.823 0.116
H 11.060 14.946 24.078 0.069
H 17.092 8.361 13.403 0.121
H 16.038 17.087 24.871 0.087
H 12.589 17.960 21.610 0.064
H 6.997 14.247 19.189 0.096
H 8.317 15.044 19.700 0.069
H 20.031 7.390 22.778 0.088
H 17.594 9.967 20.482 0.099
H 19.995 9.015 15.502 0.082
H 14.297 10.197 14.912 0.062
H 16.481 12.732 12.977 0.055
H 17.463 17.856 17.216 0.114
H 17.994 11.035 13.597 0.095
H 14.597 8.776 21.308 0.092
H 12.252 16.486 20.935 0.035
H 15.036 8.611 14.790 0.067
H 10.509 10.975 17.040 0.095
H 11.249 12.649 12.597 0.094
H 18.921 12.265 17.313 0.085
H 18.727 7.730 20.920 0.126
H 15.383 10.292 20.704 0.071
H 16.556 18.389 12.327 0.077
H 16.085 17.166 16.339 0.114
H 15.804 18.304 13.871 0.078
H 16.772 12.557 10.449 0.125
H 10.761 18.531 16.423 0.123
H 19.357 15.411 23.003 0.120
H 17.816 8.499 10.352 0.070
H 17.934 11.688 18.697 0.076
H 7.658 10.950 20.714 0.087
H 10.446 11.313 20.954 0.052
H 14.005 9.232 13.510 0.097
H 19.090 8.325 11.624 0.075
H 15.035 12.636 12.046 0.056
H 17.421 7.869 16.203 0.139
H 20.122 7.897 17.590 0.081
H 10.410 13.395 13.928 0.072
H 15.258 17.188 12.614 0.084
H 16.903 15.263 21.513 0.063
H 12.131 15.491 18.578 0.033
H 6.408 12.305 20.766 0.078
H 15.114 10.024 22.445 0.094
H 19.696 15.908 13.359 0.130
H 10.794 15.765 12.419 0.064
H 10.437 15.827 10.754 0.088
H 10.123 11.324 25.558 0.085
H 11.595 12.128 17.922 0.070
H 17.815 10.402 22.100 0.129
H 18.974 12.749 22.403 0.070
H 6.799 11.629 19.246 0.068
H 20.436 14.358 22.045 0.124
H 15.483 14.134 12.794 0.075
H 17.224 9.624 17.832 0.129
H 14.107 15.456 22.909 0.097
H 13.207 14.485 8.799 0.079
H 16.093 18.295 23.543 0.086
H 15.802 16.544 18.716 0.097
H 12.872 12.824 8.435 0.072
H 12.369 17.175 17.373 0.118
```

- lowest unoccupied orbital energy (eV) = 2.00
- Kohn-Sham gap (eV) = 9.2
- DFT total energy (hartree) = -4965.7815
- net charge = -1


(4)
Entry from the Open Molecules 2025 dataset: one molecule with the formula C21H25N3O2 (wB97M-V/def2-TZVPD).

```
51
Properties=species:S:1:pos:R:3:lowdin_charge:R:1
O -5.004 -1.973 1.335 -0.095
O -1.207 3.379 -1.191 -0.030
N 0.213 1.542 0.959 -0.150
N 2.595 0.155 0.349 -0.104
N -1.796 -0.364 -2.798 0.088
C -1.833 2.411 -0.371 -0.313
C 6.110 -1.969 -0.507 -0.113
C 5.030 0.071 0.167 -0.034
C 6.177 -0.636 -0.141 -0.097
C 3.721 -1.884 -0.272 -0.033
C -1.993 1.156 -1.168 -0.147
C 3.773 -0.537 0.110 -0.229
C -4.020 -2.455 -0.727 -0.012
C 0.207 0.104 0.787 -0.161
C -5.230 -1.119 2.426 -0.098
C 1.214 2.137 0.097 -0.165
C -4.193 -1.532 0.322 -0.273
C -1.431 0.884 -2.382 -0.042
C 1.578 -0.426 1.201 -0.140
C 2.599 1.595 0.464 -0.158
C -2.616 -0.922 -1.859 -0.216
C -3.241 -2.163 -1.820 -0.009
C 4.871 -2.585 -0.569 -0.097
C -2.771 0.013 -0.810 -0.128
C -1.071 2.195 0.970 -0.131
C -3.575 -0.298 0.290 0.036
H -0.794 1.508 -2.977 0.127
H 5.124 1.102 0.473 0.097
H 7.009 -2.519 -0.742 0.095
H -0.567 -0.330 1.424 0.126
H -4.528 -3.402 -0.644 0.114
H -5.721 -0.190 2.117 0.095
H -1.719 1.621 1.636 0.114
H 0.014 -0.196 -0.253 0.121
H 1.207 3.219 0.243 0.123
H -3.119 -2.876 -2.622 0.110
H 1.762 -0.144 2.251 0.131
H -5.889 -1.666 3.099 0.092
H 7.135 -0.140 -0.083 0.101
H -0.923 3.187 1.419 0.124
H -1.522 -0.793 -3.665 0.156
H 3.326 2.012 -0.233 0.119
H 2.766 -2.380 -0.356 0.103
H -1.088 4.185 -0.677 0.096
H 4.798 -3.623 -0.862 0.100
H -3.704 0.424 1.079 0.100
H -4.298 -0.879 2.950 0.094
H 1.018 1.925 -0.965 0.122
H 1.596 -1.512 1.127 0.111
H -2.841 2.773 -0.089 0.150
H 2.849 1.916 1.488 0.131
```

- energy relative to the best compared isomer or geometry (same formula, charge and spin) (eV) = 2.706
- lowest unoccupied orbital energy (eV) = 0.68
- SMILES string = COc1ccc2[nH]cc([C@H](O)CN3CCN(c4ccccc4)CC3)c2c1
- Kohn-Sham gap (eV) = 8.2
- DFT total energy (hartree) = -1129.9537